(1)
49
Properties=species:S:1:pos:R:3 method="wB97M-V/def2-TZVPD" charge=-1 largest_force_ha_per_bohr=0.026 e_homo_ev=-5.2
N 3.236 -5.214 -5.139
P 2.154 -4.272 -4.475
C 0.441 -4.906 -4.458
N 0.462 -6.168 -3.756
F -0.848 -6.658 -3.636
C -0.431 -3.760 -3.860
O -1.619 -3.968 -3.649
O 0.249 -2.697 -3.669
H 3.956 -5.476 -4.482
H 2.434 -4.011 -3.125
H 2.053 -3.037 -5.113
H 0.127 -5.090 -5.485
H 0.793 -6.050 -2.806
C 1.474 0.206 -2.708
C 1.949 -0.724 -1.585
C 0.885 -1.569 -0.880
F 0.013 -0.757 -0.218
F 1.519 -2.334 0.055
F 2.676 -0.024 -0.673
F 2.790 -1.614 -2.187
O 1.307 1.582 -2.379
C 0.135 2.083 -1.921
C 0.305 2.688 -0.525
F 0.701 1.750 0.358
F -0.888 3.179 -0.102
F -0.869 1.198 -1.942
F -0.222 3.119 -2.727
H 2.289 0.207 -3.429
H 0.603 -0.206 -3.215
H 0.360 -2.207 -1.598
H 1.041 3.494 -0.543
C -1.059 2.340 3.229
C -0.754 1.424 4.424
C -1.934 0.764 5.141
F -2.740 1.689 5.700
F -1.453 -0.024 6.130
F 0.015 2.077 5.325
F -0.021 0.390 3.929
O -1.044 3.738 3.467
C -2.142 4.432 3.870
C -1.904 5.117 5.220
F -1.655 4.204 6.177
F -3.020 5.802 5.563
F -3.258 3.685 3.892
F -2.346 5.433 2.978
H -0.232 2.184 2.541
H -1.956 2.029 2.695
H -2.510 0.147 4.446
H -1.061 5.806 5.145

(2)
53
Properties=species:S:1:pos:R:3 method="wB97M-V/def2-TZVPD" charge=+1 largest_force_ha_per_bohr=0.029 spin_multiplicity=2 de_lowest_kcal_mol=26.9 s_squared=0.867 e_homo_ev="-11.9 / -11.7"
Tc 0.192 0.295 -0.321
N 7.425 0.191 -0.461
C 6.587 0.426 0.572
O 6.957 0.563 1.718
C 5.102 0.493 0.260
C 4.551 0.423 -1.011
C 3.176 0.440 -1.155
N 2.352 0.536 -0.106
C 2.885 0.632 1.120
C 4.245 0.618 1.342
H 8.412 0.172 -0.265
H 7.127 0.119 -1.415
H 5.152 0.343 -1.907
H 2.716 0.361 -2.128
H 2.185 0.714 1.942
H 4.654 0.685 2.341
N -1.664 0.599 0.107
C -2.809 0.325 0.306
N -4.005 0.191 0.497
C -4.962 -0.690 0.677
N -5.841 -1.420 0.833
F 1.367 3.044 -5.411
C 1.115 2.875 -4.127
C 2.174 3.016 -3.225
C 1.925 2.842 -1.891
C 0.617 2.544 -1.432
C 0.287 2.401 -0.045
C -0.422 2.418 -2.386
C -0.177 2.582 -3.736
H 3.158 3.272 -3.595
H 2.720 2.994 -1.175
H -0.717 2.713 0.214
H 0.996 2.723 0.712
H -1.427 2.198 -2.045
H -0.960 2.503 -4.477
C 6.036 -3.844 1.533
C 4.692 -3.480 0.970
C 4.440 -3.564 -0.400
C 3.208 -3.215 -0.923
C 2.219 -2.761 -0.057
C 2.435 -2.677 1.313
C 3.673 -3.043 1.814
S 0.671 -2.330 -0.729
O 0.879 -1.094 -1.631
O 0.103 -3.420 -1.424
O -0.119 -1.684 0.379
H 6.652 -4.356 0.796
H 5.929 -4.493 2.402
H 6.570 -2.950 1.861
H 5.215 -3.929 -1.062
H 3.013 -3.309 -1.984
H 1.641 -2.356 1.973
H 3.849 -2.995 2.881

(3)
56
Properties=species:S:1:pos:R:3 method="wB97M-V/def2-TZVPD" charge=-2 largest_force_ha_per_bohr=0.040 de_lowest_kcal_mol=15.1 e_homo_ev=-0.5
Rb -0.945 0.640 0.309
S 2.518 1.373 0.184
S 2.985 0.978 2.129
S 1.369 0.077 3.094
S 0.034 1.426 3.804
C -1.237 5.215 2.961
Ge -1.501 5.841 1.110
C -3.233 5.121 0.491
C -1.682 7.830 1.169
C -0.089 5.455 -0.198
Se 0.984 3.736 -0.023
C 1.726 4.195 1.715
H -2.149 5.402 3.532
H -0.412 5.728 3.456
H -1.027 4.143 2.982
H -4.038 5.403 1.173
H -3.189 4.031 0.440
H -3.476 5.485 -0.509
H -2.494 8.146 1.829
H -1.886 8.215 0.168
H -0.755 8.286 1.525
H 0.615 6.289 -0.252
H -0.561 5.355 -1.180
H 1.489 5.236 1.934
H 2.801 4.044 1.669
H 1.302 3.534 2.469
Br 2.787 -3.719 -0.988
C 1.035 -4.174 -0.394
C 0.788 -5.484 -0.017
C -0.498 -5.799 0.393
C -1.452 -4.790 0.413
C -1.082 -3.513 0.028
N 0.149 -3.205 -0.392
H 1.578 -6.220 -0.045
H -0.744 -6.811 0.687
H -2.464 -4.987 0.739
H -1.790 -2.693 0.029
C -4.551 -3.152 -1.925
C -5.286 -2.164 -1.033
O -5.157 -0.843 -1.545
P -4.002 0.126 -0.860
O -2.919 -0.735 -0.312
Te -3.615 1.855 -2.372
O -4.811 0.626 0.484
C -5.885 1.555 0.391
C -6.214 2.046 1.788
H -4.671 -4.175 -1.559
H -3.490 -2.900 -1.936
H -4.933 -3.085 -2.945
H -4.898 -2.220 -0.013
H -6.355 -2.398 -1.003
H -6.757 1.071 -0.067
H -5.600 2.393 -0.250
H -6.590 1.228 2.406
H -6.966 2.836 1.744
H -5.311 2.442 2.254

(4)
87
Properties=species:S:1:pos:R:3 method="wB97M-V/def2-TZVPD" charge=0 largest_force_ha_per_bohr=0.011 de_lowest_kcal_mol=0.0 e_homo_ev=-6.9
K 3.018 1.469 1.685
C -3.490 0.285 -4.112
C -3.658 0.522 -2.602
C -5.155 0.581 -2.251
C -3.018 -0.624 -1.835
C -3.426 -1.930 -2.083
C -2.903 -3.006 -1.388
C -1.956 -2.775 -0.407
C -1.517 -1.489 -0.122
P -0.338 -1.198 1.270
C -1.363 -1.882 2.635
C -2.307 -1.005 3.169
C -3.172 -1.419 4.170
C -3.095 -2.716 4.662
C -2.157 -3.596 4.139
C -1.298 -3.184 3.127
C 0.931 -2.479 0.964
C 1.712 -2.941 2.025
C 2.774 -3.804 1.801
C 3.093 -4.195 0.508
C 2.345 -3.718 -0.556
C 1.268 -2.870 -0.331
C -2.052 -0.422 -0.855
O -1.582 0.835 -0.549
C -2.018 1.929 -1.254
C -1.411 3.154 -0.935
C -1.845 4.297 -1.591
C -2.849 4.240 -2.551
C -3.409 3.015 -2.856
C -3.007 1.841 -2.221
P 0.001 3.412 0.212
C -0.631 2.675 1.786
C 0.034 1.978 2.794
C -0.541 1.783 4.047
C -1.798 2.276 4.336
C -2.489 2.957 3.345
C -1.910 3.156 2.102
C 1.300 2.456 -0.674
C 2.092 3.289 -1.473
C 3.003 2.760 -2.378
C 3.150 1.387 -2.484
C 2.430 0.545 -1.644
C 1.494 1.076 -0.770
H -3.963 -0.649 -4.415
H -2.433 0.235 -4.376
H -3.950 1.087 -4.688
H -5.651 -0.352 -2.520
H -5.646 1.394 -2.788
H -5.292 0.745 -1.181
H -4.180 -2.109 -2.839
H -3.239 -4.011 -1.603
H -1.544 -3.605 0.156
H -2.365 0.010 2.792
H -3.903 -0.727 4.570
H -3.764 -3.040 5.449
H -2.096 -4.609 4.515
H -0.579 -3.882 2.717
H 1.484 -2.632 3.039
H 3.367 -4.153 2.636
H 3.936 -4.850 0.333
H 2.599 -4.000 -1.570
H 0.685 -2.518 -1.173
H -1.381 5.243 -1.343
H -3.181 5.137 -3.055
H -4.186 2.964 -3.608
H 0.978 1.492 2.652
H 0.003 1.217 4.793
H -2.238 2.118 5.312
H -3.480 3.348 3.539
H -2.464 3.717 1.358
H 1.977 4.364 -1.396
H 3.598 3.422 -2.994
H 3.845 0.972 -3.200
H 2.602 -0.524 -1.665
H 0.957 0.413 -0.105
C 6.474 -2.521 -1.561
S 5.544 -1.161 -2.307
C 5.924 0.147 -1.211
C 5.538 0.222 0.088
S 4.677 -0.935 1.041
S 6.180 1.668 0.876
C 6.808 2.523 -0.501
S 7.336 4.074 -0.459
S 6.837 1.496 -1.873
H 6.289 -3.397 -2.181
H 6.109 -2.697 -0.551
H 7.538 -2.299 -1.556

(5)
22
Properties=species:S:1:pos:R:3 method="wB97M-V/def2-TZVPD" charge=-3 largest_force_ha_per_bohr=0.084 de_lowest_kcal_mol=113.0 e_homo_ev=2.4
Rb 1.221 0.716 3.469
S 0.583 3.794 -0.827
O -0.548 2.980 -0.453
O 1.816 3.182 -0.386
O 0.664 4.269 -2.207
O 0.558 5.083 -0.141
S -1.750 1.833 7.050
O -2.356 0.966 6.078
O -2.614 1.913 8.242
O -0.440 1.254 7.401
O -1.444 3.114 6.422
C -0.726 -2.461 -3.510
C 0.642 -1.988 -4.078
O 1.583 -2.397 -3.096
S 1.059 -3.465 -1.946
O 1.105 -2.782 -0.661
O 1.783 -4.718 -2.074
O -0.420 -3.535 -2.700
H -1.350 -2.662 -4.380
H -1.076 -1.657 -2.863
H 0.799 -0.941 -4.337
H 0.911 -2.498 -5.003

(6)
81
Properties=species:S:1:pos:R:3 method="wB97M-V/def2-TZVPD" charge=-1 largest_force_ha_per_bohr=0.105 e_homo_ev=-3.1
C 2.424 -0.236 -2.961
C 2.246 1.267 -3.000
C 1.190 1.969 -3.886
O 0.672 1.228 -5.002
S -0.909 1.412 -5.199
O -1.243 0.750 -6.393
O -1.187 2.798 -5.117
N -1.350 0.494 -3.952
S -2.954 0.457 -3.791
O -3.504 -0.819 -4.044
O -3.665 1.513 -4.415
S -3.319 0.753 -1.678
H 2.878 -0.670 -3.836
H 1.515 -0.766 -2.715
H 3.120 -0.416 -2.145
H 3.165 1.754 -3.300
H 1.993 1.493 -1.972
H 1.663 2.838 -4.322
H 0.384 2.335 -3.269
H -2.092 0.531 -1.166
K -0.623 -0.034 -0.907
C -5.532 -0.512 3.412
C -4.619 -1.748 3.393
C -3.269 -1.316 2.799
S -3.108 0.446 3.187
O -3.139 1.160 1.951
O -2.056 0.624 4.160
C -4.694 0.629 3.982
H -6.429 -0.677 4.005
H -5.841 -0.274 2.393
H -4.476 -2.100 4.415
H -5.058 -2.567 2.818
H -2.423 -1.854 3.230
H -3.262 -1.427 1.716
H -5.095 1.620 3.758
H -4.540 0.519 5.056
K -3.734 -3.753 5.373
C 2.871 -4.042 -3.339
Cl 2.468 -4.338 -1.638
Cl 1.589 -3.125 -4.111
Cl 4.426 -3.191 -3.448
H 2.967 -4.997 -3.834
C -1.263 -5.184 -3.490
O -1.280 -4.044 -2.969
O -2.003 -5.259 -4.700
O -0.711 -6.223 -3.118
H -2.304 -4.343 -4.744
C -5.050 3.553 1.664
C -4.985 5.065 2.006
O -4.829 5.849 1.058
O -5.097 5.313 3.236
H -4.949 3.376 0.593
H -4.246 3.027 2.173
H -6.012 3.142 1.995
C 1.264 -1.986 3.423
C 2.074 -3.086 3.172
C 3.379 -3.107 3.638
C 3.870 -2.025 4.354
C 3.055 -0.922 4.607
C 1.746 -0.902 4.140
H 0.247 -1.970 3.052
H 1.690 -3.926 2.608
H 4.013 -3.960 3.438
H 4.893 -2.041 4.717
H 3.438 -0.077 5.169
H 1.109 -0.046 4.327
N 5.252 0.339 2.707
H 5.627 0.044 1.799
H 4.973 1.323 2.656
H 4.429 -0.242 2.954
H 5.971 0.225 3.425
C 2.653 4.480 -1.555
O 1.818 3.600 -1.601
N 3.887 4.302 -0.966
N 2.439 5.714 -2.095
H 4.588 5.017 -0.929
H 4.079 3.402 -0.576
H 1.550 5.872 -2.536
H 3.115 6.452 -2.076
O 7.315 -4.646 -3.822
H 6.807 -3.835 -3.936

(7)
44
Properties=species:S:1:pos:R:3 method="wB97M-V/def2-TZVPD" charge=0 largest_force_ha_per_bohr=0.044 spin_multiplicity=4 de_lowest_kcal_mol=65.5 s_squared=3.823 e_homo_ev="-6.6 / -7.7"
Pt -0.362 -0.034 -0.861
N 0.984 -4.761 -0.233
C 0.387 -3.737 -0.855
O -0.904 -3.474 -0.936
C 2.048 -1.892 -1.561
C 1.695 -0.406 -1.458
H 0.406 -5.544 0.023
H 1.943 -4.945 -0.466
H 2.543 -2.120 -2.512
H 2.694 -2.204 -0.737
H 1.740 0.073 -2.442
H 2.379 0.100 -0.778
O -0.336 -0.164 1.402
N -0.854 0.896 1.922
C -0.073 1.966 2.182
C -0.601 3.124 2.700
C -1.961 3.197 2.972
C -2.748 2.081 2.714
C -2.173 0.946 2.194
H 0.967 1.852 1.919
H 0.045 3.972 2.868
H -2.400 4.105 3.351
H -3.812 2.097 2.894
H -2.739 0.061 1.945
F -4.115 0.802 -0.722
C -3.498 0.423 -1.864
C -2.942 -0.816 -1.955
F -3.124 -1.718 -0.971
C -2.180 -1.171 -3.121
C -2.495 -0.412 -4.288
C -3.046 0.844 -4.179
F -3.137 1.626 -5.264
C -3.331 1.386 -2.898
C -2.954 2.715 -2.462
C -2.057 2.503 -1.428
N -1.317 2.010 -0.667
C -3.214 3.933 -3.072
N -3.465 4.964 -3.521
F -2.080 -0.861 -5.484
C -1.056 -1.990 -2.962
C -0.214 -2.418 -3.984
N 0.568 -2.840 -4.719
C -0.534 -2.201 -1.585
N 0.840 -2.677 -1.494

(8)
34
Properties=species:S:1:pos:R:3 method="wB97M-V/def2-TZVPD" charge=0 largest_force_ha_per_bohr=0.039 de_lowest_kcal_mol=20.5 e_homo_ev=-8.0
C -0.702 -0.363 -5.764
C -0.905 -0.656 -4.301
C -2.074 -0.650 -3.629
N -1.850 -0.941 -2.281
C -0.526 -1.258 -2.132
C 0.207 -1.580 -0.993
C 1.549 -1.876 -1.170
C 2.243 -1.606 -2.368
C 1.493 -1.267 -3.476
C 0.130 -0.998 -3.361
H 0.108 -1.034 -6.053
H -0.464 0.665 -6.034
H -1.603 -0.614 -6.298
H -3.017 -0.234 -3.951
H -2.622 -1.337 -1.773
H -0.170 -1.840 -0.012
H 2.157 -1.969 -0.302
H 3.264 -1.959 -2.427
H 1.974 -1.075 -4.428
C 0.062 3.518 4.544
C 0.085 2.041 4.240
C -0.652 1.577 3.167
C -0.741 0.216 2.849
C 0.065 -0.650 3.563
C 0.871 -0.186 4.600
C 0.758 1.114 5.048
H 0.971 4.107 4.425
H -0.303 3.648 5.564
H -0.677 4.013 3.910
H -1.243 2.258 2.592
H -1.225 -0.010 1.909
H 0.188 -1.657 3.195
H 1.430 -0.879 5.196
H 1.221 1.481 5.951

(9)
13
Properties=species:S:1:pos:R:3 method="wB97M-V/def2-TZVPD" charge=0 largest_force_ha_per_bohr=0.077 de_lowest_kcal_mol=89.9 e_homo_ev="-8.8 / -8.8"
C -1.453 0.476 -0.234
C -0.957 -0.753 -0.156
C -0.620 1.719 0.025
C 0.413 -1.083 0.420
C 1.450 -0.178 -0.120
N 0.621 1.844 0.105
F 1.392 -0.141 -1.504
Br 3.333 -0.285 0.445
H -2.343 0.796 -0.728
H -1.511 -1.657 -0.266
H -1.272 2.561 -0.012
H 0.431 -1.114 1.691
H 0.514 -2.185 0.336

(10)
8
Properties=species:S:1:pos:R:3 method="wB97M-V/def2-TZVPD" charge=+1 largest_force_ha_per_bohr=0.076 de_lowest_kcal_mol=118.4 e_homo_ev="-17.2 / -16.0"
C 1.705 -1.255 0.061
C -2.312 0.181 0.083
C 0.525 0.896 0.053
N -3.438 0.081 0.026
N 1.178 -0.227 0.072
H 2.078 -2.174 -0.246
H 0.535 1.303 -0.875
H -0.273 1.195 0.825